26
Properties=species:S:1:pos:R:3:forces:R:3 method="wB97M-V/def2-TZVPD" e_above_lowest_kcal_mol=55.6 charge=-1 e_lumo_ev=3.11 multiplicity=1 homo_energy_ev=-6.2
O -3.020997 -0.353502 -2.810890 1.19 0.39 -0.07
H 2.235229 -1.401735 2.702321 -0.71 0.36 -1.13
H 1.195732 -1.295294 -1.254376 0.28 -0.41 0.64
O -0.748697 1.824835 0.469818 0.68 1.12 -1.46
H 0.229959 1.601036 -0.277873 -1.51 -2.18 0.00
O 2.173537 1.307173 1.678446 -0.30 1.25 -1.27
H 1.242622 1.327180 1.988279 0.96 -0.47 0.22
H 2.860202 0.881193 2.183350 -0.74 -0.28 0.83
O 0.899883 0.827067 -0.978374 0.55 1.38 0.52
H -0.298483 -0.305182 2.409216 -2.05 2.00 -0.37
H -1.871314 -2.955800 0.134542 0.40 -0.70 -0.46
O 1.394769 -2.067719 -1.828807 -0.54 1.51 -0.19
H -2.846231 -1.224381 -2.441088 -0.11 -0.04 0.04
H 1.623115 1.450080 -0.856720 0.99 -0.57 0.06
O -0.933121 0.500476 2.457606 1.40 -2.38 0.24
H -2.565629 -2.118181 1.060813 -0.42 -0.83 0.44
H -1.049736 0.939398 1.492973 0.98 -0.17 1.07
O 1.933465 -0.858782 3.415344 1.06 -0.63 2.57
H 1.276264 -0.177625 3.340449 -0.32 -0.01 -1.09
H -0.600064 2.738104 0.712357 -0.38 0.28 0.44
O 0.190516 1.235568 -3.333404 0.75 -0.23 -1.91
H 0.760232 1.177451 -2.521520 -1.22 -0.18 0.54
H -0.689813 1.506517 -3.110801 -0.22 0.39 0.67
O -2.518007 -3.074935 0.832019 0.10 1.60 0.04
H 1.240270 -1.522911 -2.621440 0.20 -0.77 -0.39
H -2.113705 0.039970 -2.842228 -1.02 -0.43 0.03